C7H9Br3N | ωB97M-V/def2-TZVPD

As for the energy relative to the best compared isomer or geometry (same formula, charge and spin): 0.0 kcal per mole. Its largest force on an atom is 2.01 eV/A. As for the total charge: -1.

The geometry in XYZ format:
```
20
Properties=species:S:1:pos:R:3:nbo_charge:R:1
C 2.628 -0.023 -0.664 -0.5445
C 1.906 -0.989 -0.460 0.0349
C 1.108 -2.037 0.154 -0.6892
C -0.241 -2.238 -0.621 -0.4854
C -0.925 -0.972 -1.061 0.3455
C -1.871 -0.315 -0.083 -0.6750
N -0.757 -0.436 -2.197 -0.6722
H 3.371 0.721 -0.767 0.2102
H 1.705 -2.951 0.031 0.1731
H -0.904 -2.824 0.029 0.1894
H -0.078 -2.855 -1.525 0.1608
H -2.506 0.423 -0.569 0.2122
H -1.261 0.112 0.713 0.2342
H -2.511 -1.058 0.404 0.2000
H -0.087 -1.025 -2.698 0.3244
C 0.151 3.399 1.850 -0.5075
Br -1.733 3.841 1.769 0.0440
Br 0.613 2.591 3.541 0.0640
Br 0.701 2.306 0.366 0.1697
H 0.693 4.331 1.787 0.2114
```

***

C7H9BrN2 | ωB97M-V/def2-TZVPD

Its structure (SMILES) is CN(C)C#C/N=C\C=C\Br. As for the energy relative to the best compared isomer or geometry (same formula, charge and spin): 88.8 kcal per mole. Its largest force on an atom is 3.32 eV/A. As for the total charge: 0.

The geometry in XYZ format:
```
19
Properties=species:S:1:pos:R:3:nbo_charge:R:1
C -0.406 -1.402 0.957 -0.3940
N -0.100 -0.007 1.174 -0.4243
C -0.283 0.517 2.541 -0.4032
C 0.402 0.709 0.190 0.1532
C 0.698 0.982 -0.985 0.0330
N 1.001 1.797 -1.928 -0.3590
C 0.993 1.805 -3.215 0.0226
C 0.560 0.716 -4.080 -0.2849
C 0.119 -0.436 -3.518 -0.2149
Br -0.642 -1.920 -4.555 0.0258
H 0.373 -2.122 1.578 0.1874
H -1.478 -1.588 1.277 0.2000
H -0.286 -1.662 -0.077 0.2204
H 0.018 1.607 2.519 0.2308
H -1.389 0.396 2.873 0.1919
H 0.199 -0.030 3.349 0.2006
H 1.239 2.699 -3.668 0.1846
H 0.702 0.796 -5.226 0.2299
H 0.078 -0.426 -2.484 0.1999
```

***

C7H9BrN2O3S | ωB97M-V/def2-TZVPD

As for the energy relative to the best compared isomer or geometry (same formula, charge and spin): 14.2 kcal per mole. Its largest force on an atom is 5.12 eV/A. As for the total charge: 0. As for the spin multiplicity: 3.

The geometry in XYZ format:
```
23
Properties=species:S:1:pos:R:3:nbo_charge:R:1
C -1.545 1.436 -1.359 -0.1407
C -0.814 0.380 -1.000 -0.2879
C -0.925 2.432 0.818 0.1591
C 1.168 -1.781 -0.128 0.6992
C -1.362 2.695 -0.605 -0.5414
C 0.264 0.502 -0.037 0.0072
C 1.403 -2.866 0.921 -0.7333
N -0.190 1.533 1.249 -0.3724
N 0.798 -0.621 0.566 -0.5598
O 1.092 -1.815 -1.294 -0.5116
O 1.594 2.827 -0.874 -0.9005
O 1.863 0.907 -2.275 -0.8850
S 1.651 1.397 -0.954 1.7885
Br 3.370 0.645 0.321 -0.0981
H -2.313 1.326 -2.277 0.2417
H -0.812 -0.581 -1.519 0.2548
H -1.450 3.065 1.527 0.1968
H -0.564 3.173 -0.979 0.2744
H -2.348 3.350 -0.593 0.2291
H 2.380 -2.805 1.304 0.2447
H 0.594 -2.817 1.712 0.2425
H 1.410 -3.897 0.334 0.2525
H 1.119 -0.542 1.532 0.4403
```

***

C7H9BrO2 | ωB97M-V/def2-TZVPD

Its structure (SMILES) is Br[C@@H]1CC=CC12OCCO2. As for the energy relative to the best compared isomer or geometry (same formula, charge and spin): 21.5 kcal per mole. Its largest force on an atom is 4.68 eV/A. As for the total charge: 0.

The geometry in XYZ format:
```
19
Properties=species:S:1:pos:R:3:nbo_charge:R:1
Br -2.666 -0.211 -0.296 0.0341
C -1.275 0.782 0.530 -0.2926
C -1.080 2.174 0.113 -0.4897
C 0.291 2.316 -0.381 -0.1359
C 1.007 1.159 -0.178 -0.2419
C 0.162 -0.012 0.177 0.5030
O -0.044 -0.805 -0.991 -0.5209
C 0.368 -2.087 -0.836 -0.0873
C 1.023 -2.099 0.527 -0.0908
O 0.637 -0.884 1.128 -0.5213
H -1.377 0.607 1.588 0.2325
H -1.117 2.780 1.079 0.2298
H -1.934 2.574 -0.574 0.2415
H 0.705 3.143 -0.895 0.2197
H 2.007 0.948 -0.162 0.2078
H 1.110 -2.462 -1.565 0.1724
H -0.473 -2.905 -1.076 0.1731
H 0.606 -2.873 1.299 0.1920
H 2.050 -2.146 0.511 0.1744
```

***

C7H9Cl | ωB97M-V/def2-TZVPD

As for the energy relative to the best compared isomer or geometry (same formula, charge and spin): 78.3 kcal per mole. Its largest force on an atom is 5.95 eV/A. As for the total charge: 0.

The geometry in XYZ format:
```
17
Properties=species:S:1:pos:R:3:nbo_charge:R:1
C 0.617 0.995 -1.805 -0.6266
C -0.242 0.274 -0.869 -0.1746
C -0.434 0.697 0.740 -0.3084
C -1.393 -0.345 1.242 -0.1883
C -1.039 -1.521 0.666 -0.2129
C 0.297 -0.991 -0.077 -0.2621
C 0.836 0.079 0.930 -0.1459
H 1.843 0.802 -1.463 0.2093
H 0.436 2.042 -2.109 0.2380
H 0.325 0.358 -2.788 0.2314
H -1.237 0.125 -1.203 0.2255
H -0.526 1.705 1.188 0.2188
H -2.230 -0.282 1.946 0.2211
H -1.460 -2.409 0.937 0.2173
H 1.066 -1.845 -0.266 0.2361
H 1.576 0.783 0.398 0.2168
Cl 1.566 -0.467 2.532 -0.0956
```

***

C7H9ClN3O2 | ωB97M-V/def2-TZVPD

Its structure (SMILES) is [H]/N=C(/[N+]#CC(=O)OC)[C@@H]1C[C@@]1(N)Cl. As for the energy relative to the best compared isomer or geometry (same formula, charge and spin): 0.0 kcal per mole. Its largest force on an atom is 5.59 eV/A. As for the total charge: +1.

The geometry in XYZ format:
```
22
Properties=species:S:1:pos:R:3:nbo_charge:R:1
H -3.416 1.745 1.121 0.3920
N -2.756 0.956 1.089 -0.5031
C -1.693 1.074 0.438 0.3371
N -1.009 -0.043 0.193 -0.1733
C -0.389 -0.995 0.038 0.5961
C 0.598 -2.095 -0.155 0.7066
O 1.763 -1.818 -0.157 -0.4697
O -0.008 -3.187 -0.230 -0.4246
C 0.761 -4.412 -0.353 -0.2997
C -1.050 2.248 -0.093 -0.3250
C -0.007 2.307 -1.134 -0.4164
C 0.500 2.548 0.184 0.1676
N 1.141 1.394 0.728 -0.8786
Cl 0.879 4.162 0.879 0.0180
H 1.478 -4.433 0.503 0.2346
H 1.483 -4.447 -1.231 0.2268
H -0.017 -5.163 -0.595 0.2454
H -1.752 3.177 0.141 0.2701
H 0.256 1.248 -1.465 0.2219
H -0.017 3.121 -1.811 0.2726
H 1.927 1.152 0.149 0.3941
H 1.328 1.462 1.760 0.4074
```

***

C7H9ClO | ωB97M-V/def2-TZVPD

Its structure (SMILES) is O[C@@]12CCC=C[C@@H]1[C@H]2Cl. As for the energy relative to the best compared isomer or geometry (same formula, charge and spin): 54.6 kcal per mole. Its largest force on an atom is 3.93 eV/A. As for the total charge: 0.

The geometry in XYZ format:
```
18
Properties=species:S:1:pos:R:3:nbo_charge:R:1
O -2.443 -0.725 -1.027 -0.6943
C -1.120 -0.439 -0.623 0.2817
C -0.931 0.842 0.189 -0.4150
C 0.538 1.239 0.296 -0.4777
C 1.275 0.067 0.944 -0.1907
C 0.877 -1.193 0.688 -0.1827
C -0.040 -1.502 -0.319 -0.3225
C -0.048 -0.773 -1.620 -0.2536
Cl -0.375 -1.824 -2.969 -0.0201
H -2.325 -0.981 -2.033 0.4809
H -1.176 0.591 1.198 0.2141
H -1.620 1.566 -0.192 0.2296
H 0.950 1.784 -0.553 0.2235
H 0.487 2.236 0.809 0.2331
H 1.948 0.255 1.706 0.2049
H 1.347 -1.950 1.192 0.2122
H -0.233 -2.598 -0.408 0.2455
H 0.683 -0.042 -1.854 0.2312
```

***

C7H9ClO2 | ωB97M-V/def2-TZVPD

Its structure (SMILES) is OC[C@H]1C=CC=C[C@]1(O)Cl. As for the energy relative to the best compared isomer or geometry (same formula, charge and spin): 9.7 kcal per mole. Its largest force on an atom is 3.77 eV/A. As for the total charge: 0.

The geometry in XYZ format:
```
19
Properties=species:S:1:pos:R:3:nbo_charge:R:1
O 0.736 2.411 1.240 -0.7081
C 0.893 1.054 1.424 -0.0525
C -0.093 0.355 0.466 -0.3533
C -0.085 1.069 -0.916 -0.1171
C -0.704 0.395 -1.899 -0.2578
C -1.129 -0.944 -1.729 -0.2055
C -0.705 -1.715 -0.731 -0.2258
C 0.201 -1.111 0.342 0.3261
O 1.552 -1.234 0.264 -0.6836
Cl -0.378 -2.005 1.899 -0.1660
H -0.253 2.620 1.167 0.4539
H 2.007 0.828 1.369 0.2078
H 0.811 0.738 2.601 0.1629
H -1.025 0.634 0.904 0.2347
H 0.061 2.148 -0.875 0.2283
H -0.983 1.001 -2.691 0.2172
H -1.762 -1.484 -2.486 0.2269
H -0.986 -2.672 -0.405 0.2255
H 1.841 -2.087 0.055 0.4863
```

***

C7H9F3NO | ωB97M-V/def2-TZVPD

As for the energy relative to the best compared isomer or geometry (same formula, charge and spin): 24.3 kcal per mole. Its largest force on an atom is 4.73 eV/A. As for the total charge: +1.

The geometry in XYZ format:
```
21
Properties=species:S:1:pos:R:3:nbo_charge:R:1
C -0.187 1.045 0.115 0.4846
C 1.141 0.869 0.614 -0.5053
C -1.001 2.137 -0.443 -0.1357
C 1.409 -0.594 0.278 -0.3942
C 0.008 -1.246 0.352 -0.2440
C -2.154 0.177 -0.305 0.2226
C -2.964 0.404 1.613 0.9484
N -0.811 -0.074 0.018 -0.3035
O -2.196 1.443 -0.850 -0.4551
F -1.894 0.960 2.300 -0.3505
F -4.027 1.142 1.617 -0.2676
F -3.149 -0.872 2.085 -0.3226
H 1.851 1.488 0.075 0.2714
H 1.214 1.144 1.696 0.2885
H -1.327 2.762 0.299 0.2447
H -0.528 2.562 -1.280 0.2495
H 1.732 -0.656 -0.907 0.2282
H 2.244 -1.038 0.816 0.2696
H -0.199 -2.098 -0.375 0.2564
H -0.278 -1.754 1.346 0.2584
H -2.810 -0.539 -0.850 0.2562
```

***

C7H9FN | ωB97M-V/def2-TZVPD

Its structure (SMILES) is [NH3+][C@H]1[C@@H]2C=CC=C[C@]12F. As for the energy relative to the best compared isomer or geometry (same formula, charge and spin): 76.6 kcal per mole. Its largest force on an atom is 4.37 eV/A. As for the total charge: +1.

The geometry in XYZ format:
```
18
Properties=species:S:1:pos:R:3:nbo_charge:R:1
N -2.245 0.743 -0.490 -0.6295
C -0.980 0.028 -0.295 -0.1113
C 0.232 0.929 -0.312 -0.2886
C 1.376 0.386 -0.940 -0.1516
C 1.903 -0.842 -0.635 -0.2346
C 1.579 -1.482 0.582 -0.1870
C 0.647 -0.959 1.426 -0.2203
C -0.214 0.157 0.952 0.3516
F -1.018 0.876 1.886 -0.3472
H -2.998 0.128 -0.432 0.4464
H -2.209 1.416 -1.260 0.4477
H -2.311 1.336 0.250 0.4364
H -1.089 -0.895 -0.919 0.2508
H 0.084 1.918 -0.281 0.2432
H 1.734 1.154 -1.706 0.2454
H 2.724 -1.426 -1.055 0.2506
H 2.299 -2.314 0.797 0.2517
H 0.485 -1.153 2.429 0.2462
```

***

Number 1: E -8048.812528 hartree. Number 2: E -2955.490994 hartree. Number 3: E -3579.322981 hartree. Number 4: E -2996.533433 hartree. Number 5: E -732.166345 hartree. Number 6: E -1046.684315 hartree. Number 7: E -807.474644 hartree. Number 8: E -882.717693 hartree. Number 9: E -701.385895 hartree. Number 10: E -426.392252 hartree.